This record from the OMol25 dataset describes 2 unconnected molecules or ions with the total composition CH3IOS in a non-equilibrium geometry. The level of theory is the ωB97M-V functional and the def2-TZVPD basis.

E	-22065.9038	eV
gap between HOMO and LUMO (spin up / spin down)	8.1190 / 7.8872	eV
energy relative to the best compared isomer or geometry (same formula, charge and spin)	2.176	eV
E_LUMO (spin up / spin down)	-0.6 / -1.0	eV

```
! wB97M-V def2-TZVPD RIJCOSX def2/J DEFGRID3
* xyz 0 1
I -2.187 -3.156 -0.024
S -1.375 -1.715 -1.779
O -0.273 -2.406 -2.362
C -0.109 -0.172 -0.047
H 0.454 -0.911 0.321
H 0.032 0.477 -0.803
H -0.917 0.075 0.742
*
```